Here is 9 unconnected molecules or ions with the total composition C43H97N3O12P2S8 at a distorted geometry from the Open Molecules 2025 dataset. Energies are from ωB97M-V/def2-TZVPD.

Last columns: bonded neighbours and bond lengths (Å).
Cartesian coordinates (Å):
1 C 0.12510 -3.54000 3.79894  C2 1.608, H37 1.156, H38 1.140, H39 1.152
2 C -1.18241 -2.74792 3.30156  C1 1.608, P3 1.905, H40 1.159, H41 1.152
3 P -0.75144 -1.10615 2.43654  C2 1.905, C4 1.891, C5 1.939
4 C -2.42387 -0.28496 2.11599  P3 1.891, H42 1.141, H43 1.157, H44 1.158
5 C 0.18480 -1.45102 0.77406  P3 1.939, C6 1.608, C9 1.636, C27 1.609
6 C 1.76105 -1.56518 1.06995  C5 1.608, C7 1.603, H45 1.159, H46 1.143
7 C 2.27657 -0.79402 2.37759  C6 1.603, N8 1.504, H47 1.159, H48 1.160
8 N 2.02438 0.68882 2.35916  C7 1.504, H49 1.029, H50 1.041
9 C -0.49224 -2.88546 0.37402  C5 1.636, O10 1.268, N11 1.495
10 O -0.04170 -4.05929 0.53580  C9 1.268
11 N -1.80791 -2.48158 -0.21100  C9 1.495, C12 1.497, H51 1.039
12 C -1.54828 -1.42533 -1.23965  N11 1.497, C13 1.599, P24 1.929, C27 1.638
13 C -2.60131 -0.24320 -1.46572  C12 1.599, C14 1.635, H52 1.156, H53 1.148
14 C -4.02315 -0.74513 -2.09881  C13 1.635, C15 1.603, O16 1.451, H54 1.160
15 C -4.96322 -1.10298 -0.85007  C14 1.603, H55 1.159, H56 1.155, H57 1.140
16 O -4.47547 0.35411 -2.93045  C14 1.451, C17 1.441
17 C -5.89024 0.32189 -3.20097  O16 1.441, C18 1.601, H58 1.140, H59 1.167
18 C -6.58286 1.43924 -2.28704  C17 1.601, C19 1.562, C23 1.575
19 C -8.10513 1.79038 -2.29442  C18 1.562, C20 1.573, H60 1.139
20 C -8.70674 2.93389 -1.39804  C19 1.573, C21 1.574, H61 1.153
21 C -7.81237 3.80048 -0.43517  C20 1.574, C22 1.551, H62 1.139
22 C -6.30501 3.43540 -0.40415  C21 1.551, C23 1.567, H63 1.147
23 C -5.70344 2.30665 -1.30984  C18 1.575, C22 1.567, H64 1.151
24 P -1.07351 -2.38337 -2.84479  C12 1.929, N25 1.798, O26 1.729
25 N 0.61765 -2.96240 -2.65198  P24 1.798, H65 1.041, H66 1.033
26 O -2.14657 -3.72581 -3.03705  P24 1.729, H67 0.986
27 C -0.31206 -0.62889 -0.51717  C5 1.609, C12 1.638, C28 1.604, H68 1.160
28 C 0.75020 0.04567 -1.51178  C27 1.604, C29 1.632, H69 1.160, H70 1.141
29 C 1.06538 1.60179 -1.13523  C28 1.632, C30 1.622, H71 1.160, H72 1.142
30 C 2.55590 2.05052 -1.59138  C29 1.622, C31 1.626, H73 1.157, H74 1.143
31 C 3.18354 3.06682 -0.48819  C30 1.626, C32 1.605, H75 1.152, H76 1.159
32 C 4.43121 2.43462 0.29910  C31 1.605, C33 1.614, H77 1.157, H78 1.159
33 C 5.58215 1.82528 -0.65433  C32 1.614, C34 1.619, H79 1.150, H80 1.142
34 C 5.98225 0.35568 -0.10438  C33 1.619, O35 1.456, H81 1.152, H82 1.144
35 O 4.87476 -0.58909 -0.14134  C34 1.456, C36 1.446
36 C 5.07487 -1.61066 -1.14443  O35 1.446, H83 1.157, H84 1.154, H85 1.154
37 H -0.20530 -4.63642 3.96021  C1 1.156
38 H 0.98874 -3.46376 3.05860  C1 1.140
39 H 0.42436 -3.11173 4.82530  C1 1.152
40 H -1.75993 -2.44254 4.25948  C2 1.159
41 H -1.92196 -3.39567 2.70185  C2 1.152
42 H -3.12194 -0.91231 1.46658  C4 1.141
43 H -2.21767 0.73908 1.61909  C4 1.157
44 H -2.90654 -0.02404 3.13603  C4 1.158
45 H 1.99008 -2.68773 1.24809  C6 1.159
46 H 2.43720 -1.24695 0.20507  C6 1.143
47 H 1.94022 -1.28511 3.37182  C7 1.159
48 H 3.43117 -0.90619 2.37913  C7 1.160
49 H 1.15796 0.92287 1.85571  N8 1.029
50 H 1.85363 0.99386 3.33963  N8 1.041
51 H -2.40148 -3.28398 -0.49819  N11 1.039
52 H -2.15176 0.54288 -2.18348  C13 1.156
53 H -2.88754 0.32700 -0.51145  C13 1.148
54 H -3.83962 -1.64692 -2.80533  C14 1.160
55 H -5.82848 -1.76175 -1.24973  C15 1.159
56 H -4.35276 -1.80565 -0.16608  C15 1.155
57 H -5.39088 -0.20702 -0.29049  C15 1.140
58 H -6.37791 -0.70769 -3.15885  C17 1.140
59 H -6.01803 0.68909 -4.30121  C17 1.167
60 H -8.81833 1.23107 -2.98382  C19 1.139
61 H -9.82563 3.21137 -1.43076  C20 1.153
62 H -8.21587 4.64770 0.21042  C21 1.139
63 H -5.60847 4.03967 0.27722  C22 1.147
64 H -4.56895 2.15045 -1.19467  C23 1.151
65 H 1.07701 -2.65777 -3.53556  N25 1.041
66 H 0.54984 -3.98914 -2.74594  N25 1.033
67 H -1.84355 -4.46529 -2.45968  O26 0.986
68 H -0.78733 0.30630 -0.02175  C27 1.160
69 H 0.23089 0.10224 -2.54783  C28 1.160
70 H 1.70780 -0.55169 -1.67744  C28 1.141
71 H 0.34243 2.26399 -1.75437  C29 1.160
72 H 0.84753 1.84489 -0.04097  C29 1.142
73 H 2.49361 2.67145 -2.56613  C30 1.157
74 H 3.19849 1.12205 -1.76604  C30 1.143
75 H 2.37348 3.39655 0.26125  C31 1.152
76 H 3.55903 4.04862 -0.97589  C31 1.159
77 H 4.10484 1.67084 1.10405  C32 1.157
78 H 4.93471 3.29742 0.88760  C32 1.159
79 H 5.26786 1.76639 -1.75860  C33 1.150
80 H 6.48320 2.52546 -0.60885  C33 1.142
81 H 6.25143 0.50340 1.00585  C34 1.152
82 H 6.90305 -0.00145 -0.68083  C34 1.144
83 H 5.46784 -2.59079 -0.67122  C36 1.157
84 H 5.72331 -1.27037 -2.03586  C36 1.154
85 H 4.04516 -1.87503 -1.59325  C36 1.154
86 C 8.30782 3.43354 -4.46235  S87 1.806, H90 1.091, H91 1.092, H92 1.091
87 S 7.06368 4.65961 -4.00331  C86 1.806, O88 1.494, C89 1.805
88 O 6.60420 4.33597 -2.61864  S87 1.494
89 C 5.79320 4.07172 -5.14298  S87 1.805, H93 1.091, H94 1.091, H95 1.090
90 H 9.18985 3.58678 -3.83917  C86 1.091
91 H 7.91801 2.42723 -4.29757  C86 1.092
92 H 8.57930 3.56464 -5.51135  C86 1.091
93 H 5.56068 3.02581 -4.93518  C89 1.091
94 H 6.14510 4.18105 -6.17013  C89 1.091
95 H 4.89687 4.67601 -5.00302  C89 1.090
96 C 4.43627 -6.64198 2.33165  S97 1.806, H100 1.091, H101 1.092, H102 1.091
97 S 3.17893 -5.42683 2.78413  C96 1.806, O98 1.496, C99 1.803
98 O 2.71225 -5.75845 4.16611  S97 1.496
99 C 1.91835 -6.01151 1.63502  S97 1.803, H103 1.092, H104 1.091, H105 1.089
100 H 5.31270 -6.48390 2.96250  C96 1.091
101 H 4.05270 -7.65174 2.49026  C96 1.092
102 H 4.71515 -6.50558 1.28530  C96 1.091
103 H 1.68677 -7.05981 1.83541  C99 1.092
104 H 2.27645 -5.89490 0.61059  C99 1.091
105 H 1.02216 -5.40945 1.77413  C99 1.089
106 C -5.04403 -1.49830 -6.40432  S107 1.806, H110 1.091, H111 1.092, H112 1.092
107 S -5.63273 0.01495 -7.19519  C106 1.806, O108 1.494, C109 1.806
108 O -7.12179 0.03548 -7.07231  S107 1.494
109 C -5.23453 -0.49208 -8.88221  S107 1.806, H113 1.092, H114 1.092, H115 1.090
110 H -5.22931 -1.42204 -5.33225  C106 1.091
111 H -5.58033 -2.36085 -6.80451  C106 1.092
112 H -3.97210 -1.60784 -6.57860  C106 1.092
113 H -5.75888 -1.41774 -9.12657  C109 1.092
114 H -4.15636 -0.63492 -8.97481  C109 1.092
115 H -5.55434 0.29636 -9.56428  C109 1.090
116 C 5.28296 -6.46799 6.53893  S117 1.805, H120 1.091, H121 1.092, H122 1.091
117 S 5.97634 -4.93163 5.89239  C116 1.805, O118 1.496, C119 1.805
118 O 7.36846 -5.22645 5.43048  S117 1.496
119 C 6.10098 -4.09721 7.48851  S117 1.805, H123 1.092, H124 1.091, H125 1.090
120 H 5.15436 -7.16456 5.70971  C116 1.091
121 H 5.96198 -6.90214 7.27552  C116 1.092
122 H 4.31226 -6.26622 6.99459  C116 1.091
123 H 6.72866 -4.67908 8.16593  C119 1.092
124 H 5.10379 -3.97317 7.91411  C119 1.091
125 H 6.55058 -3.11626 7.33170  C119 1.090
126 C -10.04106 8.49584 2.14909  S127 1.806, H130 1.091, H131 1.092, H132 1.091
127 S -9.15388 7.27030 1.16326  C126 1.806, O128 1.494, C129 1.806
128 O -8.30524 6.47113 2.09831  S127 1.494
129 C -8.07369 8.45096 0.32671  S127 1.806, H133 1.092, H134 1.091, H135 1.091
130 H -10.75431 7.97385 2.78816  C126 1.091
131 H -9.33829 9.05379 2.77060  C126 1.092
132 H -10.57960 9.17600 1.48678  C126 1.091
133 H -7.49388 9.01139 1.06240  C129 1.092
134 H -8.67652 9.13289 -0.27571  C129 1.091
135 H -7.39557 7.89753 -0.32387  C129 1.091
136 C 7.19204 1.58409 8.12643  S137 1.806, H140 1.091, H141 1.092, H142 1.091
137 S 7.01947 -0.17726 7.76736  C136 1.806, O138 1.494, C139 1.806
138 O 6.99267 -0.90098 9.07450  S137 1.494
139 C 8.67022 -0.38673 7.06571  S137 1.806, H143 1.092, H144 1.091, H145 1.091
140 H 6.27797 1.92847 8.61172  C136 1.091
141 H 8.04026 1.74703 8.79389  C136 1.092
142 H 7.33560 2.13385 7.19451  C136 1.091
143 H 9.42590 -0.10065 7.79963  C139 1.092
144 H 8.76546 0.22780 6.16871  C139 1.091
145 H 8.80210 -1.43636 6.80008  C139 1.091
146 C -6.44685 -4.24268 2.63384  S147 1.805, H150 1.091, H151 1.092, H152 1.091
147 S -5.76544 -2.69568 1.99961  C146 1.805, O148 1.496, C149 1.805
148 O -4.36366 -2.97402 1.55759  S147 1.496
149 C -5.67219 -1.86292 3.59863  S147 1.805, H153 1.092, H154 1.091, H155 1.090
150 H -6.55507 -4.93913 1.80136  C146 1.091
151 H -5.77230 -4.66971 3.37827  C146 1.092
152 H -7.42616 -4.05472 3.07744  C146 1.091
153 H -5.04612 -2.43896 4.28278  C149 1.092
154 H -6.67677 -1.75244 4.01067  C149 1.091
155 H -5.23266 -0.87626 3.44888  C149 1.090
156 C 1.45863 5.10047 -5.47188  S157 1.806, H160 1.091, H161 1.092, H162 1.091
157 S 1.63415 3.48217 -6.25395  C156 1.806, O158 1.495, C159 1.806
158 O 2.98566 3.43651 -6.89250  S157 1.495
159 C 0.42618 3.77660 -7.56349  S157 1.806, H163 1.092, H164 1.091, H165 1.090
160 H 2.15831 5.15804 -4.63679  C156 1.091
161 H 1.68723 5.88902 -6.19136  C156 1.092
162 H 0.43974 5.21623 -5.09807  C156 1.091
163 H 0.71965 4.64782 -8.15204  C159 1.092
164 H -0.55892 3.93595 -7.12126  C159 1.091
165 H 0.39479 2.89770 -8.20819  C159 1.090

Computed properties:
E	-180448.1334	eV
HOMO	-7.38	eV
HOMO-LUMO gap	7.6	eV
total charge	0

Mulliken population analysis, charges in e, atoms 1 to 99: 0.01, -0.39, -0.02, -0.23, 1.82, 1.13, -0.78, -0.33, -2.10, -0.66, 0.75, 0.89, -0.63, 0.35, -0.42, -0.37, -0.07, 0.35, -0.58, -0.51, -0.28, -0.63, -0.07, -0.03, -0.51, -0.54, -0.66, -0.79, -0.79, 0.37, -0.93, -0.56, 0.14, -1.00, 0.09, -0.58, 0.27, -0.72, 0.37, 0.43, 0.18, -0.16, 0.22, 0.53, -0.32, -0.59, 0.32, 0.42, 0.06, 0.33, 0.45, 0.18, -0.24, 0.17, 0.40, -0.36, 0.24, 0.45, 0.04, 0.32, 0.27, 0.39, 0.31, 0.13, 0.33, 0.24, 0.31, -0.13, 0.49, -0.06, 0.19, 0.32, -0.23, 0.22, 0.39, 0.34, 0.13, 0.36, -0.03, 0.31, 0.23, 0.42, 0.17, 0.36, 0.05, -0.94, 0.39, -0.53, -0.77, 0.34, 0.27, 0.37, 0.30, 0.43, 0.11, -0.97, 0.55, -0.65, -0.79